Arrangement one

{"formula": "C6H9NO", "method": "ωB97M-V/def2-TZVPD", "multiplicity": 1, "homo_lumo_gap_ev": 9.9415, "total_charge": 0, "lumo_ev": 0.82, "symbols": ["C", "C", "C", "C", "C", "C", "H", "H", "H", "H", "H", "H", "H", "H", "H", "N", "O"], "coordinates": [[1.9263, -0.3326, -0.0272], [1.5980, 1.1039, 0.2016], [0.2749, 0.5896, -0.2557], [-1.3771, 0.8340, -0.2139], [-1.7603, -0.7107, 0.0297], [0.5853, -0.6635, 0.4264], [1.8949, 1.9836, -0.5311], [1.8007, 1.3225, 1.3110], [0.7262, 0.0832, -1.2797], [-1.6692, 1.3172, 0.8111], [-1.6495, 1.3950, -1.2116], [-2.2939, -0.9224, 0.8642], [-2.4983, -1.2088, -0.6160], [-0.5134, -1.9066, -0.8933], [0.4724, -0.3267, 1.5896], [-0.4230, -1.5603, 0.0570], [2.9060, -0.9972, -0.2620]]}


Arrangement two

{"formula": "C6H9NO", "method": "ωB97M-V/def2-TZVPD", "multiplicity": 1, "smiles": "C1[C@H]2C[C@H]3N[C@@H]1[C@H]3O2", "homo_lumo_gap_ev": 9.6589, "total_charge": 0, "lumo_ev": 1.01, "symbols": ["C", "C", "C", "C", "N", "C", "C", "O", "H", "H", "H", "H", "H", "H", "H", "H", "H"], "coordinates": [[1.5022, -0.2061, -0.2627], [0.8361, 0.1817, 1.0845], [-0.0199, 1.3076, 0.7030], [-1.1756, 0.5908, -0.2824], [-0.6809, 0.3057, -1.5434], [0.2540, -0.7530, -1.0046], [-0.7540, -0.8685, 0.1329], [-0.1637, -0.7828, 1.2320], [1.6859, 0.6158, -0.8950], [2.3492, -1.0713, -0.2355], [1.4432, 0.1695, 1.8879], [0.4242, 2.3515, 0.3948], [-0.6662, 1.4853, 1.5942], [-2.1403, 1.0742, -0.4478], [-0.2250, 1.2029, -1.9673], [0.7581, -1.5152, -1.6280], [-1.4099, -1.7054, 0.0199]]}


Arrangement three

{"formula": "C6H9NO", "method": "ωB97M-V/def2-TZVPD", "multiplicity": 1, "smiles": "O=C1CCCN2C[C@H]12", "homo_lumo_gap_ev": 9.8641, "total_charge": 0, "lumo_ev": 0.92, "symbols": ["O", "C", "C", "C", "C", "N", "C", "C", "H", "H", "H", "H", "H", "H", "H", "H", "H"], "coordinates": [[-1.6313, 2.3560, -0.0853], [-0.8904, 1.4578, 0.0413], [-0.0995, 0.8389, -1.2514], [0.7521, -0.5677, -1.3526], [0.5433, -1.4457, -0.0216], [-0.4084, -0.6493, 0.8382], [-0.5339, -0.1501, 2.0239], [-0.0109, 0.7874, 1.0551], [0.1326, 1.6724, -1.9632], [-0.8874, 0.3743, -2.0064], [0.2216, -0.8546, -2.3183], [1.8445, -0.2233, -1.4762], [-0.2521, -2.3074, -0.2567], [1.6074, -1.5627, 0.5511], [-1.5346, -0.2142, 2.2352], [0.1336, -0.5688, 2.9423], [1.0132, 1.0569, 1.0445]]}


Need the numbers? Relative energies in eV: arrangement one 1.671; arrangement two 0.000; arrangement three 2.303.


Arrangement one

{"formula": "C6H9NO", "method": "ωB97M-V/def2-TZVPD", "multiplicity": 1, "homo_lumo_gap_ev": 7.9078, "total_charge": 0, "lumo_ev": -0.53, "symbols": ["C", "C", "C", "C", "C", "C", "N", "O", "H", "H", "H", "H", "H", "H", "H", "H", "H"], "coordinates": [[2.1086, 0.1517, 0.7439], [-2.7760, -0.1235, 0.2192], [1.2678, 0.0197, -0.5003], [-1.3435, -0.3702, -0.0302], [-0.2941, 0.8649, -0.3187], [-0.3888, -1.1901, -0.0315], [1.6834, -0.2095, -1.6782], [-0.2518, 1.7400, 0.5641], [2.6974, -0.3534, -1.7053], [-0.4353, 1.0484, -1.3886], [0.2018, -2.0726, 0.1032], [2.2707, 1.2105, 0.9511], [3.0720, -0.3459, 0.6152], [1.5986, -0.2569, 1.6181], [-3.2715, 0.1686, -0.7105], [-3.2799, -0.9961, 0.6335], [-2.8594, 0.7145, 0.9150]]}


Arrangement two

{"formula": "C6H9NO", "method": "ωB97M-V/def2-TZVPD", "multiplicity": 1, "homo_lumo_gap_ev": 9.8928, "total_charge": 0, "lumo_ev": 0.99, "symbols": ["C", "C", "C", "C", "C", "C", "H", "H", "H", "H", "H", "H", "H", "H", "H", "N", "O"], "coordinates": [[-0.0232, -0.4350, 0.3831], [1.5783, -0.6685, 0.7029], [0.6695, 0.5394, -0.5696], [-0.4312, 1.3042, -0.9600], [-1.2937, -0.0352, -1.3823], [-0.9730, -1.1899, -0.6971], [-1.2883, -0.5770, 1.8354], [-0.0405, 0.5118, 2.3755], [2.1724, -1.4775, 0.0839], [1.7861, -0.5427, 1.8179], [1.2847, 0.3401, -1.5897], [-0.3092, 2.3535, -1.4172], [-0.8467, 1.5472, 0.1601], [-1.9349, -0.2124, -2.2277], [-1.4691, -2.2881, -0.6005], [-0.7116, 0.1645, 1.6245], [1.8305, 0.6657, 0.4609]]}


Need the numbers? Relative energies in eV: arrangement one 0.000; arrangement two 1.806.


Arrangement one

{"formula": "C2H6N2O", "method": "ωB97M-V/def2-TZVPD", "multiplicity": 1, "smiles": "CNNC=O", "homo_lumo_gap_ev": 10.1429, "total_charge": 0, "lumo_ev": 0.90, "symbols": ["C", "N", "N", "C", "O", "H", "H", "H", "H", "H", "H"], "coordinates": [[-0.7980, 1.2222, -0.7582], [-0.5655, -0.0128, -0.0267], [0.6145, -0.6520, -0.0627], [1.2283, -0.8384, 1.2116], [2.1915, -1.5688, 1.4811], [-1.0241, 0.7613, -1.7620], [-1.7520, 1.4740, -0.4145], [-0.1087, 2.0187, -0.8059], [-1.3182, -0.6993, -0.2325], [0.7863, -1.3715, -0.7526], [0.7458, -0.3333, 2.1223]]}


Arrangement two

{"formula": "C2H6N2O", "method": "ωB97M-V/def2-TZVPD", "multiplicity": 1, "smiles": "C/N=C\\NO", "homo_lumo_gap_ev": 8.7760, "total_charge": 0, "lumo_ev": 0.27, "symbols": ["C", "N", "C", "N", "O", "H", "H", "H", "H", "H", "H"], "coordinates": [[-1.3829, -0.5518, -0.1428], [-0.9954, 0.7255, 0.1574], [0.2282, 1.2241, 0.0622], [1.2539, 0.3331, -0.2679], [1.0559, -1.0248, 0.0715], [-0.8486, -1.0556, -1.0858], [-2.4295, -0.3073, -0.1668], [-1.3792, -1.4099, 0.5810], [0.5629, 2.3666, 0.1214], [2.2306, 0.6210, -0.3910], [1.7041, -0.9208, 1.0608]]}


Need the numbers? Relative energies in eV: arrangement one 0.000; arrangement two 2.869.


Arrangement one

{"formula": "CH2N2O2", "method": "ωB97M-V/def2-TZVPD", "multiplicity": 1, "homo_lumo_gap_ev": [9.0477, 8.8163], "total_charge": 0, "lumo_ev": [-0.96, -1.42], "symbols": ["C", "N", "N", "O", "O", "H", "H"], "coordinates": [[-1.6249, 0.4492, 0.6868], [-0.8301, -0.3730, 1.3818], [-0.4650, 1.0778, 1.2133], [-2.5554, 0.6718, 0.0202], [0.4552, 1.4057, 0.4360], [-0.3238, -1.1031, 1.0770], [0.0023, 0.7376, -1.1755]]}


Arrangement two

{"formula": "CH2N2O2", "method": "ωB97M-V/def2-TZVPD", "multiplicity": 1, "smiles": "O=CO.N#N", "homo_lumo_gap_ev": 11.8293, "total_charge": 0, "lumo_ev": 0.79, "symbols": ["O", "C", "O", "H", "H", "N", "N"], "coordinates": [[-0.7606, -1.4165, -0.6928], [0.1410, -0.6375, -0.6418], [1.1780, -0.6963, 0.1984], [0.1862, 0.1576, -1.2698], [1.1049, -1.6182, 0.6807], [-1.3482, 2.2027, 0.5256], [-0.5014, 2.0081, 1.1997]]}


Need the numbers? Relative energies in eV: arrangement one 8.263; arrangement two 0.000.